1.
{"formula": "C22H33O4", "method": "wB97M-V/def2-TZVPD", "species": ["C", "O", "C", "C", "C", "C", "C", "C", "C", "C", "C", "C", "C", "C", "C", "C", "C", "C", "C", "C", "O", "C", "C", "C", "O", "H", "H", "H", "H", "H", "H", "H", "H", "H", "H", "H", "H", "H", "H", "H", "H", "H", "H", "H", "H", "H", "H", "H", "H", "H", "H", "H", "H", "H", "H", "O", "H", "H", "H"], "coordinates": [[2.888, 0.779, 3.334], [3.320, 1.946, 2.574], [2.163, 2.626, 1.996], [2.511, 3.350, 0.596], [2.398, 2.320, -0.663], [3.728, 2.414, -1.551], [3.740, 1.488, -2.867], [2.649, 0.311, -2.877], [1.242, 0.736, -3.556], [0.106, -0.394, -3.434], [-0.180, -0.692, -1.865], [0.590, -2.058, -1.417], [0.908, -1.950, 0.184], [-0.528, -1.861, 0.897], [-1.292, -3.227, 1.049], [-2.706, -3.237, 1.687], [-3.281, -1.874, 2.148], [-2.519, -0.505, 1.996], [-1.116, -0.506, 1.360], [-3.283, 0.828, 2.487], [-2.695, 1.781, 3.050], [-4.877, 0.804, 2.236], [-5.567, -0.442, 2.379], [-4.758, -1.777, 2.792], [-5.208, -2.648, 3.571], [1.957, 0.990, 3.973], [3.755, 0.469, 4.022], [2.651, -0.116, 2.646], [1.358, 1.820, 1.850], [1.810, 3.373, 2.801], [1.822, 4.255, 0.487], [3.616, 3.670, 0.673], [1.423, 2.457, -1.237], [2.359, 1.272, -0.175], [3.834, 3.504, -1.919], [4.630, 2.117, -0.894], [4.771, 0.967, -2.905], [3.652, 2.072, -3.852], [2.521, -0.179, -1.853], [3.074, -0.513, -3.570], [0.886, 1.777, -3.224], [1.471, 0.839, -4.686], [0.535, -1.360, -3.892], [-0.835, -0.123, -4.022], [-1.324, -0.810, -1.739], [0.139, 0.203, -1.206], [-0.154, -2.911, -1.547], [1.553, -2.183, -2.028], [1.535, -2.838, 0.522], [1.411, -0.938, 0.342], [-0.781, -4.179, 0.685], [-3.311, -4.201, 1.789], [-0.562, 0.483, 1.250], [-5.480, 1.711, 1.912], [-6.697, -0.487, 2.173], [-4.850, -2.482, -0.746], [-5.710, -2.907, -0.532], [-4.319, -2.298, 0.078], [-4.975, -1.667, -1.282]], "gap_ev": 6.70, "lumo_ev": -4.8, "total_charge": 1}

2.
{"formula": "C5H11N", "method": "wB97M-V/def2-TZVPD", "species": ["C", "N", "C", "C", "C", "C", "H", "H", "H", "H", "H", "H", "H", "H", "H", "H", "H"], "coordinates": [[1.738, -0.617, -2.009], [0.976, 0.013, -1.242], [0.597, -0.708, -0.007], [0.245, 0.163, 1.166], [-1.010, 1.047, 1.060], [-2.241, 0.198, 0.777], [2.048, -0.201, -2.972], [2.077, -1.663, -1.817], [-0.119, -1.512, -0.224], [1.469, -1.292, 0.350], [1.109, 0.781, 1.443], [0.207, -0.533, 1.992], [-0.750, 1.788, 0.291], [-1.067, 1.668, 1.961], [-3.120, 0.855, 0.832], [-2.251, -0.003, -0.305], [-2.276, -0.755, 1.296]], "gap_ev": 10.91, "lumo_ev": 1.2, "de_lowest_kj_mol": 112.01, "smiles": "C=NCCCC"}

3.
{"formula": "C4H5NOS", "method": "wB97M-V/def2-TZVPD", "species": ["C", "C", "O", "C", "S", "C", "N", "H", "H", "H", "H", "H"], "coordinates": [[2.928, -0.632, -0.009], [1.761, 0.282, 0.033], [0.562, -0.605, -0.001], [-0.583, 0.034, -0.029], [-0.958, 1.623, -0.001], [-1.624, -1.002, 0.034], [-2.487, -1.766, -0.010], [3.895, -0.073, -0.115], [2.909, -1.335, -0.817], [2.989, -1.219, 0.880], [1.724, 0.878, -0.868], [1.822, 0.900, 0.844]], "gap_ev": 8.97, "lumo_ev": -0.7, "de_lowest_kj_mol": 141.63, "smiles": "CCOC(=S)C#N"}

4.
{"formula": "C12H14Br12F6O4", "method": "wB97M-V/def2-TZVPD", "species": ["C", "Br", "Br", "Br", "H", "C", "Br", "Br", "Br", "H", "C", "Br", "Br", "Br", "H", "C", "Br", "Br", "Br", "H", "C", "C", "O", "C", "O", "C", "F", "F", "F", "H", "H", "H", "H", "H", "C", "C", "O", "C", "O", "C", "F", "F", "F", "H", "H", "H", "H", "H"], "coordinates": [[-0.931, 2.212, 0.999], [-1.802, 3.291, 2.470], [-1.884, 0.477, 0.733], [0.961, 1.824, 1.326], [-1.006, 2.670, 0.013], [1.123, 6.697, -0.740], [3.046, 6.515, -1.187], [0.719, 7.616, 1.014], [0.338, 4.855, -0.867], [0.741, 7.244, -1.602], [-4.465, 1.236, -1.792], [-3.227, 2.741, -1.898], [-5.386, 1.152, -3.592], [-5.703, 1.629, -0.221], [-3.958, 0.276, -1.692], [-4.913, -1.488, 1.633], [-5.028, -0.315, 3.228], [-6.763, -1.942, 1.136], [-3.807, -3.120, 1.978], [-4.439, -0.995, 0.784], [-1.413, -5.674, 0.139], [0.078, -5.522, -0.053], [0.401, -4.099, 0.135], [0.335, -3.564, 1.430], [-0.079, -4.136, 2.426], [0.720, -2.111, 1.538], [1.968, -1.944, 2.124], [0.709, -1.541, 0.311], [-0.208, -1.500, 2.237], [-1.798, -5.437, 1.131], [-1.700, -6.698, -0.098], [-2.035, -5.172, -0.602], [0.437, -5.793, -1.046], [0.691, -6.109, 0.631], [4.611, 1.446, 1.190], [4.092, 0.529, -0.011], [3.548, 1.305, -1.028], [2.995, 0.797, -2.108], [3.026, -0.435, -2.299], [2.133, 1.821, -2.868], [2.266, 1.514, -4.170], [0.832, 1.731, -2.543], [2.552, 3.139, -2.626], [4.788, 0.907, 2.121], [3.790, 2.082, 1.521], [5.458, 2.089, 0.950], [3.286, -0.140, 0.292], [4.899, -0.060, -0.446]], "gap_ev": 9.42, "lumo_ev": -0.8, "de_lowest_kj_mol": 176.88}

5.
{"formula": "C7H10FNO2", "method": "wB97M-V/def2-TZVPD", "species": ["C", "C", "C", "C", "C", "C", "C", "N", "O", "O", "F", "H", "H", "H", "H", "H", "H", "H", "H", "H", "H"], "coordinates": [[-0.370, -0.148, -1.729], [0.297, 1.212, -1.329], [-1.330, 0.510, 0.359], [0.173, -1.469, 0.291], [-1.006, -0.746, -0.496], [0.064, 1.167, 0.154], [1.097, -0.414, 0.806], [1.052, -0.006, 2.208], [1.950, 0.543, 2.728], [-0.034, -0.139, 2.755], [2.383, -0.471, 0.469], [-1.055, -0.088, -2.631], [0.460, -0.815, -1.978], [1.290, 1.104, -1.797], [-0.173, 2.122, -1.807], [-2.245, 0.946, -0.121], [-1.543, 0.125, 1.354], [-0.319, -2.019, 1.221], [0.660, -2.150, -0.356], [-1.736, -1.427, -0.760], [0.383, 2.162, 0.660]], "gap_ev": 10.23, "lumo_ev": 0.3, "de_lowest_kj_mol": 481.36}

6.
{"formula": "C4H7NO", "method": "wB97M-V/def2-TZVPD", "species": ["C", "N", "C", "H", "H", "H", "C", "C", "O", "H", "H", "H", "H"], "coordinates": [[-1.913, -0.751, 0.034], [-0.805, -0.982, 0.532], [-1.631, 0.106, 1.071], [-2.599, -1.219, -0.613], [-2.030, -0.181, 2.027], [-1.334, 1.107, 0.836], [1.957, 0.019, -0.226], [0.849, 0.624, -0.916], [0.330, 1.681, -0.781], [2.804, -0.071, -0.902], [2.263, 0.664, 0.590], [1.636, -0.955, 0.128], [0.470, -0.042, -1.780]], "gap_ev": 10.70, "lumo_ev": 1.1, "de_lowest_kj_mol": 360.99, "smiles": "C1=NC1.CC=O"}

7.
{"formula": "C3H7N3", "method": "wB97M-V/def2-TZVPD", "species": ["C", "C", "C", "N", "N", "N", "H", "H", "H", "H", "H", "H", "H"], "coordinates": [[-2.823, 0.840, -0.402], [1.992, 0.481, 0.284], [0.965, -0.481, -0.291], [-2.432, -0.064, 0.303], [-1.295, -0.772, 0.103], [-0.370, 0.024, -0.297], [-3.401, 1.628, -0.008], [2.333, 0.126, 1.252], [1.425, 1.388, 0.395], [2.870, 0.589, -0.307], [0.902, -1.510, 0.131], [1.130, -0.524, -1.314], [-1.296, -1.726, 0.151]], "gap_ev": [8.57, 7.51], "lumo_ev": [0.8, 0.3], "de_lowest_kj_mol": 580.39}

8.
{"formula": "C14H12BrCuN4O2SSe", "method": "wB97M-V/def2-TZVPD", "species": ["Cu", "N", "C", "N", "S", "H", "H", "H", "H", "Br", "C", "C", "C", "C", "C", "C", "C", "O", "O", "H", "H", "H", "H", "Se", "N", "C", "C", "C", "C", "C", "C", "N", "H", "H", "H", "H"], "coordinates": [[-0.660, 0.376, -1.884], [1.334, -1.729, -0.358], [1.424, -1.632, -1.692], [1.044, -2.703, -2.395], [1.988, -0.216, -2.442], [0.762, -2.458, 0.046], [1.560, -0.917, 0.186], [0.326, -3.284, -1.965], [0.941, -2.543, -3.383], [-4.293, -0.363, -2.341], [-3.945, -0.646, -0.495], [-4.853, -0.083, 0.392], [-4.698, -0.272, 1.755], [-3.650, -1.047, 2.231], [-2.763, -1.617, 1.335], [-2.876, -1.414, -0.039], [-1.797, -2.024, -0.914], [-1.312, -3.106, -0.566], [-1.427, -1.353, -1.935], [-5.684, 0.491, 0.006], [-5.407, 0.175, 2.441], [-3.531, -1.213, 3.293], [-1.956, -2.248, 1.681], [1.261, 2.974, -1.858], [-0.375, 2.270, -1.701], [-1.232, 3.258, -1.495], [-2.638, 3.101, -1.308], [-3.382, 4.214, -1.104], [-2.798, 5.526, -1.073], [-1.470, 5.716, -1.245], [-0.638, 4.571, -1.462], [0.670, 4.617, -1.639], [-3.073, 2.111, -1.339], [-4.451, 4.120, -0.961], [-3.446, 6.376, -0.907], [-1.015, 6.696, -1.223]], "gap_ev": 6.98, "lumo_ev": -1.3, "de_lowest_kj_mol": 0.00}

Copy entry 4 word for word.
{"formula": "C12H14Br12F6O4", "method": "wB97M-V/def2-TZVPD", "species": ["C", "Br", "Br", "Br", "H", "C", "Br", "Br", "Br", "H", "C", "Br", "Br", "Br", "H", "C", "Br", "Br", "Br", "H", "C", "C", "O", "C", "O", "C", "F", "F", "F", "H", "H", "H", "H", "H", "C", "C", "O", "C", "O", "C", "F", "F", "F", "H", "H", "H", "H", "H"], "coordinates": [[-0.931, 2.212, 0.999], [-1.802, 3.291, 2.470], [-1.884, 0.477, 0.733], [0.961, 1.824, 1.326], [-1.006, 2.670, 0.013], [1.123, 6.697, -0.740], [3.046, 6.515, -1.187], [0.719, 7.616, 1.014], [0.338, 4.855, -0.867], [0.741, 7.244, -1.602], [-4.465, 1.236, -1.792], [-3.227, 2.741, -1.898], [-5.386, 1.152, -3.592], [-5.703, 1.629, -0.221], [-3.958, 0.276, -1.692], [-4.913, -1.488, 1.633], [-5.028, -0.315, 3.228], [-6.763, -1.942, 1.136], [-3.807, -3.120, 1.978], [-4.439, -0.995, 0.784], [-1.413, -5.674, 0.139], [0.078, -5.522, -0.053], [0.401, -4.099, 0.135], [0.335, -3.564, 1.430], [-0.079, -4.136, 2.426], [0.720, -2.111, 1.538], [1.968, -1.944, 2.124], [0.709, -1.541, 0.311], [-0.208, -1.500, 2.237], [-1.798, -5.437, 1.131], [-1.700, -6.698, -0.098], [-2.035, -5.172, -0.602], [0.437, -5.793, -1.046], [0.691, -6.109, 0.631], [4.611, 1.446, 1.190], [4.092, 0.529, -0.011], [3.548, 1.305, -1.028], [2.995, 0.797, -2.108], [3.026, -0.435, -2.299], [2.133, 1.821, -2.868], [2.266, 1.514, -4.170], [0.832, 1.731, -2.543], [2.552, 3.139, -2.626], [4.788, 0.907, 2.121], [3.790, 2.082, 1.521], [5.458, 2.089, 0.950], [3.286, -0.140, 0.292], [4.899, -0.060, -0.446]], "gap_ev": 9.42, "lumo_ev": -0.8, "de_lowest_kj_mol": 176.88}